296
Properties=species:S:1:pos:R:3:forces:R:3 method="wB97M-V/def2-TZVPD" homo_lumo_gap_ev=6.91 total_charge=+2 molar_mass_da=1860.3
F 5.851 -0.615 -3.130 0.189 0.254 0.531
F 1.223 -4.790 -5.241 0.291 -0.200 -0.047
F -6.757 -2.321 3.028 0.322 -0.932 -0.221
F 1.743 -6.055 -6.935 0.429 0.067 0.080
F -7.711 -0.585 2.292 0.181 0.579 -0.354
F 3.432 -3.075 1.608 -0.530 -0.321 1.432
F -2.509 5.740 -3.405 0.288 0.376 -0.418
F 2.049 -4.605 2.257 -0.028 0.407 0.398
F 4.715 5.314 1.235 -0.499 0.327 -0.155
F 5.006 6.850 -0.230 -0.676 2.685 -0.745
F -3.047 4.008 -2.329 0.037 -0.834 0.576
F -4.445 4.830 -3.723 -1.235 0.607 0.137
F 4.057 -4.593 3.099 -0.801 0.588 -0.601
F 4.601 1.087 -2.474 0.170 -0.681 -0.460
F -6.355 -0.497 3.973 0.360 1.190 0.912
F 6.559 5.447 0.171 -0.415 -0.070 -0.705
F 5.366 0.958 -4.490 -0.471 -0.361 -0.229
F -0.193 -6.199 -6.050 0.773 -0.492 0.821
O -1.460 3.160 -4.330 0.912 0.436 -0.392
O 2.406 7.740 -2.257 0.237 0.147 -0.298
O 1.586 -2.000 3.671 1.089 -0.895 0.149
O 4.073 2.628 1.857 0.795 -0.330 -0.219
O -4.205 -1.295 2.535 1.437 -0.647 0.146
O -5.108 0.519 1.395 0.685 0.194 0.622
O 3.061 -1.279 -2.771 0.670 0.922 -1.726
O -2.724 4.411 -5.861 0.185 0.067 0.133
O 1.066 -6.808 -3.612 0.165 -0.818 0.862
O 4.077 -1.408 -4.934 -0.694 0.785 -0.245
O 4.721 3.310 -0.555 -1.085 1.694 1.195
O 5.064 4.623 -2.318 0.758 0.465 1.526
O 3.187 -6.860 -4.559 -0.253 -0.123 -0.822
O 3.860 -2.154 4.274 -0.082 -0.126 1.054
N 3.787 8.447 -3.875 1.632 1.757 -2.455
N -0.699 -6.108 -1.160 0.013 1.797 0.291
N -9.801 2.411 2.694 -0.596 -1.510 0.005
N 4.296 0.723 3.008 0.114 0.904 -0.919
N 0.835 -0.003 -0.534 0.830 0.440 -1.077
N -0.109 7.764 0.007 1.603 -0.510 1.362
N 5.659 -4.008 -1.315 1.133 -1.701 -0.634
N -1.726 -1.989 4.988 1.119 0.457 0.818
C 3.682 -2.577 -6.952 -0.381 -0.941 0.606
C -13.932 -0.524 2.693 2.104 0.392 0.320
C 5.734 1.007 1.031 -1.219 0.084 0.474
C 4.693 1.554 1.993 -1.740 -0.868 1.055
C -0.827 0.787 7.373 0.384 1.353 1.256
C 0.072 0.951 1.534 0.592 0.560 -0.941
C 3.139 0.996 3.883 -0.053 1.092 -2.384
C 6.886 -2.718 1.675 -1.303 -0.048 -0.028
C 6.323 3.817 -2.654 -0.692 2.233 0.792
C -1.143 -2.530 2.700 0.742 1.139 -1.211
C -8.297 2.597 0.728 -0.167 -0.902 0.323
C 5.347 -4.898 -3.576 0.454 -0.222 -1.614
C 6.880 -4.106 1.110 1.047 -0.832 -1.457
C -7.678 3.113 1.984 0.712 2.060 1.608
C -10.588 1.219 3.260 1.503 -0.197 0.287
C 4.846 0.209 -3.506 0.127 -0.289 0.886
C 2.599 -2.828 3.947 -0.410 0.705 -1.684
C 3.013 -3.776 2.719 1.002 0.296 0.611
C 1.143 -6.054 -5.720 -0.552 0.629 -1.378
C 0.943 8.721 0.486 0.452 -0.736 0.345
C 1.711 -7.079 -4.710 0.009 0.713 0.150
C 4.730 -2.975 -0.899 0.407 1.329 0.582
C -10.489 3.595 3.192 0.394 2.354 -2.010
C -0.229 -0.145 8.459 0.912 -0.050 0.171
C 0.602 -8.037 2.357 1.826 -0.902 -0.912
C 0.561 -6.739 -0.657 -1.158 -0.629 -0.081
C -5.180 -0.911 1.828 -1.468 1.015 1.206
C -2.709 3.693 -4.681 0.035 -0.838 0.172
C 5.159 -8.248 -5.090 -0.424 2.527 0.143
C 1.611 -1.242 -0.229 -1.025 -0.695 -0.982
C -1.131 -3.400 4.945 -3.047 0.455 0.868
C -1.374 -2.116 -4.693 1.177 1.328 -0.717
C -0.364 0.125 0.309 -1.394 -0.622 1.141
C -3.788 0.848 0.967 -1.647 2.258 -2.894
C 5.338 -6.060 -2.623 1.221 0.003 0.943
C 2.991 7.581 -3.345 -1.426 -2.792 1.473
C -3.045 3.634 -7.041 -2.231 1.275 0.998
C 6.969 -4.042 -0.473 -1.890 -0.606 1.534
C -8.344 2.401 3.128 -0.566 -2.193 0.602
C 0.505 -0.022 -1.999 1.787 -0.999 -0.672
C -1.402 -3.773 3.518 -0.057 -1.452 -0.345
C -6.494 -1.036 2.785 -0.098 -0.526 -1.588
C 3.977 9.829 -3.474 -0.053 -0.843 1.817
C 0.879 2.043 0.779 -0.119 -0.027 0.122
C -2.431 8.884 0.633 3.121 -1.949 1.559
C -1.408 -6.914 -2.226 -1.222 -0.275 0.725
C -9.729 2.264 1.155 -0.067 -0.005 0.295
C -0.392 7.892 -1.409 -1.502 0.015 -0.771
C 0.648 6.457 0.271 -1.603 -0.638 1.032
C 4.876 -5.423 -1.395 -0.890 2.266 3.309
C 6.036 3.745 -4.115 -0.629 0.240 -0.067
C -1.215 -1.370 3.698 0.488 0.494 0.263
C -3.170 4.576 -3.519 0.074 0.279 -0.747
C -1.169 -1.251 6.207 -2.862 -0.794 -0.621
C 6.061 -3.728 -2.798 -2.354 -1.273 0.127
C -2.739 -7.392 -1.561 0.745 -0.446 -0.220
C -1.692 -5.867 -0.020 -1.556 -1.174 -1.589
C 4.000 -7.381 -5.633 -0.765 -1.546 1.126
C 4.412 -2.615 6.686 -0.129 -0.432 1.890
C -1.759 0.150 6.372 1.304 -0.435 -1.014
C 4.566 4.657 -1.001 0.950 -2.772 -1.103
C 3.008 -1.840 -5.774 0.577 -3.117 0.510
C -0.873 -0.877 -3.923 0.445 0.900 -0.348
C 5.218 5.616 0.000 1.674 -2.790 1.378
C 3.790 -1.734 5.694 -1.276 0.268 -2.432
C 1.518 8.144 1.804 -0.810 -0.157 -0.404
C -12.635 -0.118 3.489 -1.566 0.526 -0.920
C -3.722 8.456 1.209 -0.465 -0.712 -0.123
C -0.297 -1.177 -2.528 -0.949 -0.411 -0.756
C 1.738 1.235 -0.234 -1.977 -0.041 0.452
C 1.047 -8.649 0.960 -0.363 0.016 0.267
C -1.342 7.809 0.876 -0.573 -1.902 -0.259
C -12.095 1.271 3.043 0.374 -0.854 1.254
C -4.534 9.695 1.225 -1.649 -0.274 -0.496
C -3.196 -1.995 5.011 -0.353 1.053 0.834
C 7.225 -2.612 3.153 -0.007 2.084 -0.084
C -3.067 -6.208 -0.690 0.609 0.860 0.322
C 0.334 -8.199 -0.293 0.032 -0.447 -0.059
C 1.340 6.611 1.626 1.163 -0.827 -0.277
C 3.582 -0.629 -3.844 0.358 0.755 0.607
C 2.953 6.207 -4.042 1.062 1.482 0.102
C -3.529 2.381 1.250 -0.673 -0.941 -0.398
C -2.931 4.412 -8.288 1.952 -0.401 -1.163
C -0.346 -4.718 -1.694 -0.205 1.011 -0.347
H -2.752 0.113 6.769 -0.627 -0.225 0.296
H 4.378 -1.988 7.620 -0.192 -0.978 -0.395
H 0.705 6.127 2.386 0.460 0.451 0.030
H 2.618 0.796 0.241 0.085 0.625 -0.325
H 5.218 3.008 -4.225 0.585 0.667 -0.257
H -3.347 2.598 2.308 0.164 -0.192 -0.150
H -1.835 0.728 5.409 0.327 -0.587 0.843
H 2.252 -1.128 -6.103 0.335 0.696 0.239
H -5.543 9.403 1.506 -0.338 0.482 -0.096
H 6.057 -4.711 1.478 -0.210 -0.057 -0.011
H -1.058 7.025 -1.641 0.172 1.069 -0.260
H -0.062 -2.539 2.346 -1.338 -0.046 0.277
H 2.128 -8.527 0.752 -0.388 -0.301 0.744
H 4.172 -0.726 5.789 0.337 0.185 -0.323
H 1.175 -6.757 -1.507 1.229 0.303 -1.299
H 2.724 2.012 3.547 0.292 -1.679 0.482
H -2.613 -8.235 -0.866 0.146 -0.093 -0.568
H -14.619 0.298 2.722 -0.362 0.501 -0.465
H -0.678 -4.520 3.200 -0.202 -0.440 0.061
H 6.396 0.378 1.575 0.439 -0.917 0.435
H 2.980 0.188 -4.335 -0.636 -0.457 0.353
H 2.465 0.117 3.717 0.190 0.844 0.867
H 3.883 -3.583 6.820 0.301 0.649 0.046
H 6.788 -1.682 3.532 -0.203 -0.083 0.048
H -2.486 9.034 -0.408 -0.349 0.770 -1.102
H 4.293 -4.794 -3.903 0.508 0.888 0.383
H -8.275 2.786 4.166 0.071 0.094 -0.815
H -4.076 3.267 -6.926 -0.017 0.210 0.059
H 1.683 -8.098 -5.162 -0.428 0.110 0.136
H -3.567 -2.500 4.136 -0.336 -0.134 0.018
H -4.155 7.723 0.505 -0.084 -0.077 0.704
H 6.337 1.817 0.683 0.052 0.457 -0.831
H 1.883 1.785 -1.167 0.558 -0.380 0.206
H -3.514 -2.381 5.987 -0.057 -0.339 -0.333
H 1.024 8.488 2.726 -0.148 0.030 -0.535
H 0.506 9.657 0.638 -0.673 1.609 -0.007
H -2.095 9.705 1.226 0.230 1.279 -0.292
H -4.415 2.962 0.959 0.090 -0.222 0.008
H 5.838 -2.400 1.494 0.506 0.380 0.591
H 0.041 0.882 -2.266 -0.687 1.426 -0.004
H -10.520 3.614 4.264 0.216 -0.011 0.451
H 5.624 4.762 -4.338 0.814 -0.914 -0.638
H -1.747 6.782 0.746 -0.282 0.609 -0.277
H -0.010 -4.137 -0.788 0.000 -0.533 -1.070
H 0.441 -4.714 -2.549 -1.420 -0.549 1.466
H 6.791 -3.378 3.717 -0.965 -1.345 0.714
H 4.377 3.249 0.400 0.525 -0.295 -0.754
H -10.224 1.127 4.315 -0.815 0.162 -0.626
H -1.466 -1.844 -5.754 0.115 -0.172 0.197
H 4.864 -5.879 -0.339 0.730 0.302 -1.690
H 7.510 -3.149 -0.669 0.294 0.797 -0.701
H -11.876 -0.866 3.405 0.456 -0.606 -0.217
H 4.329 -1.960 -7.557 -0.335 0.565 -0.462
H -3.445 2.840 -4.718 0.785 0.579 0.115
H 3.445 10.451 -4.178 -0.296 0.505 0.202
H 5.729 -2.734 -3.080 -0.203 -0.131 0.065
H -0.073 5.615 0.256 0.287 0.524 -0.068
H 1.140 -7.146 2.688 0.112 -0.050 -0.264
H -0.677 -2.944 -4.626 0.164 -0.141 0.015
H 5.051 10.103 -3.480 -0.671 -0.254 0.158
H 8.236 -2.526 3.537 0.643 -0.297 -0.884
H -3.862 -6.327 0.023 -0.179 -0.438 0.502
H 6.908 3.438 -4.674 0.050 0.123 -0.460
H -0.440 -7.860 2.526 -0.775 -0.164 -0.321
H -1.818 -0.506 3.374 -0.144 -0.636 0.344
H 4.726 -6.903 -2.870 -0.393 -0.168 -0.338
H 1.985 5.752 -3.946 -0.285 -0.253 -0.099
H 0.295 -2.035 -2.773 0.941 -0.526 0.554
H -10.145 0.359 2.745 -0.210 0.032 0.112
H 1.714 -1.331 0.814 0.601 0.059 1.410
H -4.165 10.383 1.958 0.217 0.628 0.216
H 1.514 -0.105 -2.479 -0.650 0.102 0.177
H -13.610 -0.832 1.696 -0.449 0.333 -0.154
H -2.999 0.268 1.386 0.235 -0.787 0.435
H 0.484 7.877 -2.030 0.627 -0.478 0.247
H -0.195 -1.048 3.954 -0.321 -0.110 -0.311
H 0.139 2.754 0.369 0.426 -0.377 -0.573
H 4.403 -3.271 -6.515 -0.146 -0.176 0.204
H 0.621 -0.800 8.167 -0.445 0.515 -0.420
H 1.017 -2.094 -0.552 -0.312 0.002 0.025
H 0.966 -6.057 0.085 -0.043 -0.274 0.504
H -1.849 -2.369 1.844 0.418 -0.334 0.874
H 2.396 -3.542 4.749 -0.007 -0.354 0.429
H -3.677 8.095 2.249 0.325 -0.398 -0.528
H -2.724 2.749 0.608 0.218 -0.045 0.229
H 7.550 -4.875 -0.784 0.241 -0.797 -0.724
H 2.515 -2.619 -5.118 -0.193 0.712 -1.057
H -12.310 1.416 1.983 -0.157 0.347 0.116
H -6.579 3.061 2.013 -0.439 -0.081 0.019
H 2.707 -1.656 5.829 0.044 0.199 0.598
H -1.696 -6.217 -3.003 0.256 0.021 -0.275
H 3.445 -8.164 -6.173 -0.407 0.776 -0.421
H -0.976 -0.876 8.815 0.184 0.785 0.533
H 5.719 -7.636 -4.370 -0.027 -0.807 0.003
H -0.708 -7.626 -2.624 0.089 -0.263 -0.254
H -8.134 1.287 3.169 0.319 1.446 -0.135
H 3.511 4.958 -1.073 0.014 0.105 -0.028
H 4.303 -3.220 0.067 -0.014 -0.227 -0.607
H 2.328 6.042 1.575 -1.295 0.801 0.266
H 4.771 -9.180 -4.722 0.147 -0.314 0.382
H -1.508 -6.533 0.807 0.356 -0.220 0.119
H -10.439 2.943 0.762 -0.751 0.781 -0.433
H 3.344 6.282 -5.060 -0.612 -0.062 -0.171
H -1.005 7.745 1.906 0.129 0.571 0.137
H 1.337 6.308 -0.509 0.853 0.225 -1.149
H 3.577 1.142 4.840 -0.376 -0.194 1.211
H -11.494 3.653 2.796 -0.191 -0.242 0.019
H 5.866 -5.208 -4.521 -0.097 0.628 0.779
H -2.423 -4.165 3.420 0.309 0.062 -0.188
H 1.554 2.654 1.361 0.174 -0.061 0.547
H -0.758 1.358 2.155 0.619 -0.496 -0.474
H -7.990 4.218 2.086 0.784 -1.376 -0.127
H -3.538 -0.937 4.960 0.196 -0.920 -0.240
H 6.351 -6.374 -2.420 0.554 -0.574 -0.230
H -0.136 -1.295 6.104 1.946 0.394 -0.518
H -7.810 1.668 0.370 -0.018 0.840 -0.077
H -1.373 -1.839 7.130 -0.291 0.092 -0.923
H -8.241 3.466 0.096 -0.182 -0.391 -1.170
H -0.765 3.863 -4.403 -0.965 -0.743 -0.065
H -0.802 8.894 -1.583 -0.519 -0.511 -0.031
H 5.800 -8.356 -5.927 0.817 -0.720 -0.807
H -12.552 2.017 3.730 0.107 -0.226 -0.970
H 7.810 -4.634 1.411 -0.446 0.146 -0.171
H 4.011 -2.765 -1.707 0.114 -0.036 0.369
H 3.549 9.787 -2.426 0.559 0.993 -1.199
H -2.337 -2.435 -4.408 -1.178 -0.406 0.706
H 4.298 -6.579 -6.295 0.216 0.116 -0.208
H -1.433 1.510 7.937 0.278 0.090 -0.112
H 3.745 5.649 -3.548 -0.293 -0.410 0.364
H 5.345 -2.067 -0.734 -0.487 -0.187 -0.299
H -3.471 -7.678 -2.339 0.261 0.313 0.502
H -12.898 -0.054 4.522 -0.050 0.012 0.849
H 0.241 0.496 9.247 -0.898 -0.667 -0.288
H -14.434 -1.347 3.135 -0.280 -0.878 0.531
H 7.114 -3.741 -2.804 1.248 -0.409 -0.415
H -0.118 -3.325 5.147 2.032 0.375 0.295
H -0.018 1.389 6.915 -0.331 -0.491 -0.014
H 0.801 0.376 2.096 -0.261 -0.225 0.592
H -5.415 -1.400 0.895 -0.288 -0.876 -0.729
H -1.660 -4.850 0.283 0.289 0.810 0.396
H -1.092 -1.522 -1.877 -0.362 0.068 0.402
H 0.573 -8.854 -1.158 0.523 0.545 0.439
H -3.808 0.735 -0.239 0.459 0.064 2.424
H -9.985 4.496 2.736 -0.331 -0.765 0.962
H 5.187 0.424 0.252 0.665 0.650 0.255
H -3.778 4.985 -8.520 -1.050 0.930 -0.278
H -3.387 -5.360 -1.277 0.025 0.399 -0.427
H 2.490 -1.323 -0.859 0.381 0.627 0.127
H -1.600 -0.067 -3.916 -0.661 -0.159 0.363
H 6.323 2.865 -2.167 -0.207 -0.402 0.401
H 0.768 -9.714 1.066 0.724 0.312 -0.201
H -0.692 -0.913 0.550 -0.024 0.884 -0.119
H 7.222 4.417 -2.320 -0.986 -0.558 -0.562
H -0.080 -0.335 -4.477 0.086 -0.773 -0.049
H 3.849 -5.055 -1.487 -0.014 -0.195 -0.313
H 4.578 -0.236 3.044 0.487 -0.458 -0.129
H -0.685 -8.501 -0.158 -1.000 0.563 0.250
H -1.180 0.664 -0.228 0.697 -0.483 0.128
H 1.687 8.754 -0.319 -0.039 0.026 0.301
H 2.986 -3.226 -7.543 0.426 0.906 0.334
H -4.521 10.101 0.208 -0.292 0.427 0.332
H 0.926 -8.887 2.961 -0.262 0.533 0.808
H 4.008 8.279 -4.842 0.301 -0.279 0.024
H -2.727 3.709 -9.111 -0.604 -0.006 0.153
H -2.015 5.007 -8.364 -0.230 0.272 0.537
H 2.513 8.538 1.870 0.762 -0.386 0.125
H -10.060 1.261 0.850 0.296 0.285 0.448
H 7.456 -2.114 0.986 0.628 0.555 0.308
H -1.633 -3.963 5.788 0.441 0.304 -1.227
H 5.460 -2.812 6.563 0.523 -0.088 -0.515
H -2.490 2.784 -7.122 2.129 -2.248 0.268
H -1.329 -4.231 -2.029 1.461 -0.746 0.282